No. 1
Entry from the Open Molecules 2025 dataset: a molecular structure, C5H4CoN2O5 (the ωB97M-V functional and the def2-TZVPD basis).

LUMO energy (spin up / spin down), eV: -13.69 / -17.13
Kohn-Sham gap (spin up / spin down), eV: 8.5 / 5.0
E, eV: -56056.2256

```
! RIJCOSX wB97M-V def2-TZVPD def2/J DEFGRID3
* xyz 3 5
O 0.218 -2.617 -1.010
C 0.518 -1.536 -1.044
Co 0.410 0.004 -2.099
O -4.143 -0.042 -3.248
C -3.048 -0.030 -3.562
C 2.144 0.022 -2.858
O 3.300 0.034 -3.055
C 0.488 1.546 -1.043
O 0.167 2.622 -1.011
N 0.066 -1.149 2.595
C -0.001 0.003 1.788
N 0.030 1.148 2.598
O -0.051 -0.002 0.578
H -0.024 -1.072 3.564
H -0.038 -2.024 2.123
H -0.038 2.021 2.123
H 0.003 1.072 3.561
*
```

Charges obtained by natural (NBO) population analysis, quoted in units of e:
1. O -0.2278
2. C 0.4094
3. Co 1.3099
4. O -0.3988
5. C 0.4406
6. C 0.3964
7. O -0.1877
8. C 0.4090
9. O -0.2274
10. N -0.3937
11. C 0.7365
12. N -0.4106
13. O -0.6541
14. H 0.4471
15. H 0.4530
16. H 0.4527
17. H 0.4453

---

No. 2
Entry from the Open Molecules 2025 dataset: a gas-phase ion, C3H9N4O (charge +1) (the ωB97M-V functional and the def2-TZVPD basis).

LUMO energy, eV: -3.44
Kohn-Sham gap, eV: 9.6
E, eV: -11254.6441

```
! RIJCOSX wB97M-V def2-TZVPD def2/J DEFGRID3
* xyz 1 1
N -3.080 -0.245 -0.389
N -1.993 0.026 0.184
C -1.027 0.383 0.698
C 0.378 0.853 0.644
O 0.456 1.721 -0.384
C 1.133 -0.605 0.377
N 0.277 -1.230 -0.646
N 2.459 -0.306 -0.126
H -3.475 -1.118 -0.617
H -3.779 0.400 -0.150
H 0.698 1.105 1.641
H 0.560 2.642 0.110
H 1.016 -1.130 1.388
H 0.219 -0.640 -1.444
H 0.550 -2.144 -0.903
H 3.184 0.020 0.525
H 2.425 0.271 -0.907
*
```

Charges obtained by natural (NBO) population analysis, quoted in units of e:
1. N -0.5474
2. N -0.0308
3. C 0.5045
4. C -0.0184
5. O -0.6646
6. C 0.1375
7. N -0.8727
8. N -0.8308
9. H 0.4315
10. H 0.4036
11. H 0.2272
12. H 0.5127
13. H 0.2180
14. H 0.3668
15. H 0.3959
16. H 0.3900
17. H 0.3772

---

Number 1 is which compound? C5H4CoN2O5

---

Among the records above, which one has the lowest E? C5H4CoN2O5